# 1
The following is a quantum chemistry calculation of C13H22N6O5 in the gas phase in a non-equilibrium geometry, from the OMol25 dataset.

Values from the calculation:
Electronic energy   -33014.391 eV
Maximum force   1.075 eV/Å
E_LUMO   0.104 eV

The geometry in ORCA input format:
```
! RIJCOSX wB97M-V def2-TZVPD def2/J DEFGRID3
* xyz 0 1
N -1.5727 -2.5094 -0.6166
C -0.8784 -1.4205 -0.3044
N -1.5293 -0.2655 -0.4227
C -0.9105 0.8533 -0.0585
N -1.5988 2.0046 -0.1688
C -2.8621 2.1192 -0.8492
C -4.1002 2.1392 0.0841
O -4.8294 0.9365 0.0652
C -4.3400 -0.0828 0.9242
C -4.9466 -1.4035 0.4563
O -4.4287 -1.7867 -0.7962
N 0.3203 0.9442 0.4389
C 1.0377 -0.1717 0.5343
N 2.2733 -0.0738 1.0232
C 2.9359 1.1698 1.2954
C 4.1675 1.4013 0.3914
C 5.1626 0.2294 0.4108
C 4.7866 -0.5966 -0.8271
C 3.8557 0.3318 -1.6288
O 3.8138 1.5807 -0.9621
C 0.4857 -1.4471 0.1461
N 1.2039 -2.6221 0.2020
O 2.3878 -2.6047 0.5715
O 0.6700 -3.6855 -0.1249
H -2.5569 -2.3936 -0.8339
H -1.1197 -3.4119 -0.5533
H -1.1153 2.8363 0.1281
H -2.8493 3.0331 -1.4469
H -2.9559 1.2578 -1.5147
H -3.7930 2.3928 1.1066
H -4.8052 2.8962 -0.2686
H -3.2497 -0.1487 0.8507
H -4.6316 0.1266 1.9631
H -6.0377 -1.2989 0.3976
H -4.6977 -2.2024 1.1571
H -4.4874 -1.0093 -1.3665
H 2.8030 -0.9419 1.0702
H 2.2128 1.9691 1.1262
H 3.2656 1.1860 2.3400
H 4.6298 2.3402 0.7167
H 6.1779 0.6139 0.3179
H 5.0966 -0.3446 1.3326
H 4.2749 -1.5177 -0.5539
H 5.6687 -0.8605 -1.4070
H 4.2217 0.5245 -2.6406
H 2.8441 -0.0870 -1.7055
*
```


# 2
The following is a quantum chemistry calculation of a molecular structure, C44H127BaN6O21 in a non-equilibrium geometry, from the OMol25 dataset.

Values from the calculation:
Electronic energy   -100294.903 eV
Maximum force   10.103 eV/Å
E_LUMO   -4.002 eV

The geometry in ORCA input format:
```
! RIJCOSX wB97M-V def2-TZVPD def2/J DEFGRID3
* xyz 1 1
Ba -13.1945 26.8294 -19.4377
C -14.3890 27.9692 -24.5598
C -14.7911 28.0612 -23.0674
C -16.2435 28.4926 -23.0640
C -17.1809 27.3551 -23.4259
C -17.0176 26.1664 -22.5013
C -15.5461 25.6790 -22.5085
N -14.6049 26.8043 -22.2921
O -13.2147 26.4408 -22.2876
C -15.3467 24.8676 -23.8088
C -15.4832 24.7611 -21.2924
C -14.0279 29.1844 -22.3815
H -13.3449 27.6701 -24.6518
H -14.5308 28.9255 -25.0672
H -15.0412 27.2802 -25.0935
H -16.5017 29.3406 -23.6998
H -16.6134 28.7835 -22.0713
H -17.1133 27.0938 -24.4857
H -18.2325 27.6537 -23.3345
H -17.6336 25.3584 -22.9037
H -17.4161 26.3843 -21.5069
H -15.6396 25.3930 -24.7200
H -16.0644 24.0384 -23.8056
H -14.3493 24.4701 -23.9893
H -14.5682 24.1665 -21.2038
H -16.3104 24.0531 -21.3574
H -15.5988 25.4340 -20.4371
H -12.9520 29.0567 -22.2695
H -14.4004 29.1949 -21.3432
H -14.2427 30.1708 -22.7950
C -18.8609 22.3897 -25.5491
O -19.7900 22.9724 -26.5065
H -18.1451 21.8463 -26.1658
H -18.3429 23.2292 -25.0865
H -19.3583 21.7835 -24.7963
H -20.2333 22.2034 -26.8807
C -20.2979 26.1990 -25.2790
O -21.1286 25.2881 -25.9330
H -19.6083 25.6940 -24.5876
H -19.7268 26.9317 -25.8610
H -20.9326 26.8163 -24.6332
H -20.5925 24.5241 -26.2324
C -17.0655 22.3873 -18.9620
O -16.9497 21.7075 -17.7057
H -17.1212 23.4740 -18.8397
H -16.2510 22.1627 -19.6428
H -18.0175 22.0703 -19.3892
H -17.7600 21.9137 -17.2307
C -18.2089 31.4149 -20.1718
O -16.9835 30.7613 -20.4668
H -18.5773 31.2126 -19.1611
H -18.0921 32.4814 -20.3325
H -19.0155 31.0198 -20.7990
H -17.0318 29.8131 -20.3337
C -15.6545 31.8590 -26.2482
O -14.5772 32.0337 -27.1368
H -16.0945 32.7589 -25.8085
H -16.4806 31.3878 -26.7847
H -15.3738 31.2194 -25.4055
H -13.7491 32.0376 -26.6394
C -19.1383 29.9187 -25.7280
O -19.6502 31.1565 -26.1897
H -19.7841 29.0610 -25.9083
H -18.1389 29.8067 -26.1535
H -18.9232 30.0036 -24.6534
H -20.2846 31.4917 -25.5524
C -15.0713 22.6543 -26.1892
O -14.4660 22.8129 -27.4516
H -15.9844 23.2481 -26.1472
H -15.2124 21.5882 -26.0117
H -14.5275 23.0433 -25.3146
H -13.7169 22.2270 -27.5802
C -20.4478 26.7346 -19.6479
O -19.7171 26.0328 -18.6388
H -20.3362 27.8135 -19.5138
H -20.0864 26.4471 -20.6388
H -21.5086 26.5051 -19.5981
H -18.8787 26.4917 -18.5586
C -11.1272 24.4265 -24.2744
O -11.5662 25.6989 -24.6423
H -11.9261 23.6753 -24.3096
H -10.3399 24.0188 -24.9093
H -10.7224 24.4117 -23.2530
H -12.2585 26.0274 -24.0354
C -16.4582 30.1361 -27.3460
C -16.4703 28.7600 -28.0047
C -17.1607 27.7084 -27.1156
O -17.1204 26.4658 -27.8055
C -17.9742 25.4963 -27.2286
N -17.1420 28.8892 -29.3044
H -16.0246 30.8648 -28.0284
H -15.8743 30.2235 -26.4253
H -17.4785 30.4211 -27.0760
H -15.4600 28.4033 -28.2172
H -18.2010 28.0529 -27.0415
H -16.7629 27.6294 -26.0981
H -17.7831 25.4042 -26.1513
H -17.7258 24.5543 -27.7145
H -19.0405 25.7088 -27.3383
H -18.1003 29.1999 -29.1589
H -17.2184 27.9277 -29.6366
C -13.2531 26.2556 -26.5114
C -13.3268 26.3591 -28.0298
C -12.0376 25.8740 -28.6977
O -10.8772 26.5663 -28.2646
C -10.7672 27.8265 -28.8886
N -14.4798 25.6134 -28.5558
H -13.2364 25.2322 -26.1282
H -14.0917 26.7827 -26.0361
H -12.4358 26.7925 -26.0140
H -13.4274 27.4260 -28.2543
H -12.1260 25.8372 -29.7872
H -11.8410 24.8373 -28.4050
H -9.9086 28.4187 -28.5719
H -11.6033 28.4929 -28.6421
H -10.7474 27.7027 -29.9739
H -14.3056 24.6839 -28.1677
H -15.3409 25.9387 -28.0966
C -13.3045 21.6615 -22.7058
C -12.6053 20.6288 -23.5751
C -11.2736 20.0763 -23.0384
O -10.6826 19.1202 -23.8719
C -10.1677 19.5764 -25.0990
N -13.5703 19.5015 -23.7206
H -13.6181 21.1372 -21.7970
H -14.1495 22.1429 -23.1881
H -12.5592 22.3771 -22.3408
H -12.5215 21.1070 -24.5548
H -11.4638 19.6362 -22.0609
H -10.5708 20.9179 -22.9644
H -10.9609 19.9735 -25.7422
H -9.7753 18.7058 -25.6203
H -9.3792 20.3233 -24.9729
H -13.0389 18.7788 -24.2166
H -13.6909 19.0148 -22.8297
C -9.0841 30.0003 -23.5032
C -10.1372 28.9822 -23.8740
C -9.8713 28.4145 -25.2656
O -9.7062 29.4906 -26.1620
C -9.3066 29.1013 -27.4667
N -10.1358 27.9165 -22.8285
H -9.0995 30.3097 -22.4499
H -9.1529 30.9380 -24.0531
H -8.0569 29.6408 -23.6195
H -11.1386 29.4149 -23.8675
H -10.8058 27.9251 -25.5745
H -9.1176 27.6208 -25.3206
H -8.3974 28.4953 -27.4394
H -9.2473 29.9893 -28.0852
H -10.0749 28.4268 -27.8683
H -9.1378 27.7370 -22.6840
H -10.3898 27.0463 -23.3103
C -10.1811 33.9920 -28.7100
C -11.2451 34.0270 -27.6065
C -11.0279 32.9009 -26.5952
O -12.1729 32.8721 -25.7607
C -12.1521 31.8414 -24.7919
N -11.1417 35.3570 -26.9833
H -10.2393 33.1189 -29.3604
H -9.1854 34.0409 -28.2566
H -10.2390 34.8870 -29.3282
H -12.2245 33.8834 -28.0660
H -10.1065 33.0622 -26.0254
H -10.9220 31.9609 -27.1505
H -12.9937 31.9988 -24.1195
H -11.2262 31.8958 -24.2083
H -12.1503 30.8446 -25.2422
H -11.6707 35.2466 -26.1174
H -10.1898 35.5754 -26.7109
C -11.1972 29.7852 -19.9643
C -12.4480 30.4657 -19.3978
O -13.2770 29.5388 -18.6511
O -11.5207 28.5502 -20.5943
H -10.5196 29.5216 -19.1468
H -10.7123 30.4640 -20.6655
H -13.0819 30.8560 -20.1965
H -12.1028 31.2766 -18.7543
H -14.0426 30.0640 -18.3852
H -10.9331 28.3451 -21.3911
C -15.0467 34.2972 -23.5355
C -15.3296 33.2990 -22.4196
O -16.0529 32.1647 -22.9348
O -14.3568 35.4262 -23.0209
H -16.0034 34.5588 -23.9905
H -14.3898 33.9029 -24.3214
H -15.8709 33.6603 -21.5429
H -14.3608 32.8929 -22.0780
H -16.3422 31.6667 -22.1600
H -13.6415 35.0740 -22.4792
C -16.9779 19.4964 -23.3032
C -17.1256 20.3258 -22.0313
O -17.8268 21.5243 -22.2642
O -16.2506 20.3197 -24.2268
H -17.9637 19.2871 -23.7246
H -16.4334 18.5606 -23.1462
H -16.1357 20.5338 -21.6122
H -17.6438 19.7033 -21.2940
H -17.2517 22.0248 -22.8588
H -15.3033 20.0647 -24.0823
*
```


# 3
The following is a quantum chemistry calculation of C4H6N2S2 in the gas phase in a non-equilibrium geometry, from the OMol25 dataset.

Values from the calculation:
Electronic energy   -28894.999 eV
Maximum force   4.091 eV/Å
E_LUMO   -0.011 eV
ΔE to the lowest compared entry with this formula, charge and spin   1.211 eV

The geometry in ORCA input format:
```
! RIJCOSX wB97M-V def2-TZVPD def2/J DEFGRID3
* xyz 0 1
S 3.0252 -0.1226 -0.2659
C 1.3622 -0.0784 -0.0487
C 0.6840 1.2350 0.0109
N -0.7814 1.2274 0.0108
C -1.5008 0.0740 -0.0413
S -3.0815 -0.1259 -0.3124
C -0.6968 -1.2066 0.2074
N 0.5912 -1.1545 -0.2566
H 1.1235 2.0130 -0.8050
H 1.1848 1.7485 0.9124
H -1.3724 1.9430 -0.2830
H -1.0960 -2.1329 -0.2182
H -0.5780 -1.4076 1.3204
H 1.1360 -2.0123 -0.2305
*
```


# 4
The following is a quantum chemistry calculation of 4 unconnected molecules or ions with the total composition C3H15NO3 in a non-equilibrium geometry, from the OMol25 dataset.

Values from the calculation:
Electronic energy   -10977.385 eV
Maximum force   5.095 eV/Å
<S²>   0.75
E_LUMO (alpha / beta)   -3.190 / -8.113 eV
ΔE to the lowest compared entry with this formula, charge and spin   0.838 eV

The geometry in ORCA input format:
```
! RIJCOSX wB97M-V def2-TZVPD def2/J DEFGRID3
* xyz 1 2
C -0.2063 -1.3352 -2.0158
N -0.2996 -0.3883 -0.8975
C 0.4042 0.8679 -1.2173
C -1.6964 -0.3660 -0.4028
H -0.4997 -2.3177 -1.6354
H 0.7937 -1.4542 -2.4177
H -0.9251 -1.0525 -2.7880
H -0.1317 1.6386 -1.7695
H 0.7109 1.1907 -0.2128
H 1.3025 0.6242 -1.7790
H -1.6025 -0.0457 0.6404
H -1.9627 -1.4089 -0.3149
H -2.3700 0.2999 -0.9315
H -0.6085 -1.4252 3.0122
H -0.3823 0.0186 2.3123
O -0.5229 -0.4667 3.1194
H 3.3187 -1.2809 0.5620
H 1.9701 -0.6117 0.4356
O 2.5824 -0.9419 1.0952
H -0.6778 2.4881 1.7972
H 0.7106 3.0825 2.0744
O 0.0924 2.8843 1.3334
*
```


# 5
The following is a quantum chemistry calculation of 4 unconnected molecules or ions with the total composition C38H81ClN6O5S in a non-equilibrium geometry, from the OMol25 dataset.

Values from the calculation:
Electronic energy   -83242.496 eV
Maximum force   9.060 eV/Å
E_LUMO   -0.860 eV

The geometry in ORCA input format:
```
! RIJCOSX wB97M-V def2-TZVPD def2/J DEFGRID3
* xyz 0 1
H -3.0910 2.6867 -5.5739
N -2.3220 2.0018 -5.7600
C -1.4833 2.0071 -4.6513
C -1.7842 2.9866 -3.3377
C -2.0734 2.0393 -1.9808
C -3.5229 2.5659 -1.4306
C -4.7566 2.1828 -2.4935
N -6.0403 2.3469 -1.9680
H -6.7309 2.0801 -2.7046
C -0.8738 2.4729 -0.9394
C -1.0033 3.9781 -0.3138
O -1.3901 5.0892 -0.9410
O -0.5858 4.1510 1.1170
C -1.5913 3.5843 2.0278
C -3.2030 3.8831 2.0223
O -1.1240 2.7130 2.9643
O -2.0161 0.6773 -2.4839
C -2.6398 -0.3434 -1.6697
C -1.8870 -0.7556 -0.2786
C -2.6957 0.0029 0.9744
C -2.3636 -0.8045 2.3608
O -3.0857 -2.1205 2.3495
C -2.6555 -1.7236 -2.6199
N -2.9143 -1.2789 -4.0429
C -3.8169 -2.6885 -1.9820
C -5.3476 -2.3509 -2.4577
C -6.2752 -1.5996 -1.3338
S -6.5490 -2.6572 0.2114
C -1.2529 -2.5559 -2.6080
C 0.0997 -1.6944 -2.9277
C 1.3832 -2.6824 -2.5121
Cl 3.0275 -1.8297 -2.5885
H -0.5295 1.3193 -4.6021
H -0.7977 3.6293 -3.1971
H -2.6841 3.7234 -3.5566
H -3.5967 3.7518 -1.3149
H -3.8610 2.1261 -0.4008
H -4.5656 1.7756 -3.5822
H -0.6961 1.7388 -0.0502
H 0.1315 2.4629 -1.5838
H -3.8052 2.8991 1.7264
H -3.5166 4.1063 3.1452
H -3.5391 4.7838 1.3540
H -3.7796 -0.1838 -1.4035
H -1.9650 -1.9137 -0.0011
H -0.7386 -0.4358 -0.2740
H -3.8638 -0.1367 0.7745
H -2.5099 1.1559 1.0081
H -2.8022 -0.2358 3.3119
H -1.2145 -1.0285 2.4810
H -2.4161 -2.8116 2.0191
H -2.0555 -0.9427 -4.5303
H -3.6855 -0.5651 -4.1082
H -3.8362 -2.7020 -0.7900
H -3.5275 -3.8057 -2.2861
H -5.8703 -3.4039 -2.6670
H -5.4430 -1.7456 -3.4540
H -5.9018 -0.5263 -1.0416
H -7.3481 -1.4402 -1.8322
H -6.6530 -1.7428 1.3045
H -1.3369 -3.3808 -3.4648
H -1.1601 -3.1820 -1.5972
H 0.1713 -1.4460 -4.0823
H 0.1882 -0.7177 -2.2813
H 1.3122 -3.6022 -3.2696
H 1.1889 -3.1596 -1.4391
C 9.0074 -2.2657 -0.7317
C 7.7617 -1.3871 -0.8104
N 7.0662 -1.2377 0.4703
C 5.7232 -0.6638 0.3396
C 5.6150 0.7644 -0.1832
C 7.8611 -0.7189 1.5852
C 8.5348 0.6370 1.4058
H 8.7763 -3.2423 -0.2939
H 9.4065 -2.4358 -1.7372
H 9.8001 -1.7972 -0.1411
H 7.0831 -1.8651 -1.5284
H 8.0363 -0.4166 -1.2386
H 5.2050 -0.7264 1.3044
H 5.1412 -1.3125 -0.3286
H 5.9218 1.4930 0.5677
H 4.5711 0.9868 -0.4314
H 6.2047 0.9230 -1.0901
H 8.6403 -1.4551 1.8220
H 7.2423 -0.6869 2.4921
H 9.0517 0.7254 0.4471
H 9.2852 0.7787 2.1914
H 7.8233 1.4590 1.4958
C 4.7849 8.1788 -1.8190
C 3.4910 7.8825 -1.0655
N 3.1064 6.4691 -1.0916
C 1.7298 6.2323 -0.6457
C 1.3906 6.5673 0.8026
C 4.0981 5.5161 -0.5893
C 4.6029 5.7031 0.8371
H 4.7400 7.8029 -2.8464
H 4.9486 9.2607 -1.8656
H 5.6552 7.7383 -1.3238
H 2.7020 8.4733 -1.5483
H 3.5807 8.2596 -0.0406
H 1.4592 5.1868 -0.8385
H 1.0594 6.8144 -1.2922
H 1.8076 5.8347 1.4942
H 0.3036 6.5483 0.9395
H 1.7365 7.5630 1.0930
H 4.9660 5.5389 -1.2611
H 3.7091 4.4941 -0.6935
H 4.8716 6.7397 1.0549
H 5.5034 5.0976 0.9881
H 3.8706 5.3701 1.5740
C -0.7009 -6.3996 4.8008
C -2.1393 -5.9723 4.5212
N -2.7117 -6.5859 3.3203
C -3.9586 -5.9518 2.8808
C -5.1605 -6.0381 3.8149
C -2.7044 -8.0493 3.2715
C -3.4016 -8.8003 4.4004
H -0.0605 -6.2291 3.9293
H -0.2948 -5.8158 5.6337
H -0.6363 -7.4553 5.0804
H -2.1251 -4.8827 4.3898
H -2.7497 -6.1719 5.4091
H -4.2446 -6.3519 1.9002
H -3.7513 -4.8893 2.6953
H -5.5966 -7.0375 3.8197
H -5.9436 -5.3532 3.4706
H -4.9124 -5.7568 4.8419
H -1.6600 -8.3856 3.2358
H -3.1240 -8.3856 2.3137
H -3.1375 -8.4137 5.3877
H -3.1038 -9.8544 4.3761
H -4.4871 -8.7757 4.2948
*
```


# 6
The following is a quantum chemistry calculation of 2 unconnected molecules or ions with the total composition C3H4FN in a non-equilibrium geometry, from the OMol25 dataset.

Values from the calculation:
Electronic energy   -7379.689 eV
Maximum force   5.129 eV/Å
E_LUMO   -0.699 eV
ΔE to the lowest compared entry with this formula, charge and spin   2.847 eV

The geometry in ORCA input format:
```
! RIJCOSX wB97M-V def2-TZVPD def2/J DEFGRID3
* xyz 0 1
C -0.0296 -2.8065 -0.0282
C -0.2799 0.0608 0.1484
C 0.9849 -0.7584 -0.1325
N -0.6790 -3.7301 0.1261
F 1.9818 -0.8193 0.6577
H -0.0860 1.0645 0.2537
H -0.7321 -0.1625 1.1908
H -0.9810 -0.3185 -0.5174
H 1.1441 -0.9110 -1.1411
*
```